No. 1
C29H37F3IN3O5P | ωB97M-V/def2-TZVPD

Summary:
total charge	+1
gap between HOMO and LUMO	7.14	eV
LUMO	-3.98	eV
spin multiplicity	1
E_HOMO	-0.4085	Ha

Positions of all 79 atoms, in Å:
C -4.48 -3.55 4.76
C -3.09 -2.76 5.06
C -1.92 -3.68 4.49
C -1.57 -3.39 2.94
N -1.26 -1.98 2.64
C -2.02 -1.34 1.57
C -1.55 -1.62 0.06
C -0.62 -2.88 -0.16
O 0.69 -2.80 0.41
C -0.40 -3.23 -1.73
F -0.72 -4.57 -2.03
F 0.93 -3.05 -2.15
F -1.20 -2.44 -2.59
C -3.62 -1.66 1.60
C -4.55 -0.51 1.01
N -3.88 0.50 0.13
P -5.00 1.84 -0.35
O -6.32 1.14 -1.20
I -3.85 3.22 -2.07
C -2.65 1.13 0.70
C -1.96 0.26 1.88
N -0.68 0.80 2.30
C -0.40 0.88 3.74
C 0.44 0.67 1.42
C 1.77 -0.08 1.95
O 0.53 1.15 0.26
H -4.72 -4.22 5.66
H -4.37 -4.28 3.88
H -5.36 -2.85 4.60
H -3.04 -2.69 6.20
H -3.11 -1.71 4.62
H -2.11 -4.80 4.61
H -0.98 -3.43 5.09
H -2.32 -3.92 2.27
H -0.58 -3.97 2.78
H -0.26 -1.84 2.55
H -1.02 -0.73 -0.43
H -2.48 -1.78 -0.58
H -1.17 -3.79 0.26
H 1.06 -1.96 0.09
H -3.99 -1.87 2.66
H -3.81 -2.63 1.02
H -5.38 -1.01 0.39
H -5.05 0.04 1.86
H -3.63 0.02 -0.76
H -5.93 0.52 -1.86
H -2.85 2.20 1.07
H -1.92 1.27 -0.18
H -2.68 0.39 2.77
H 0.62 1.32 3.97
H -1.17 1.59 4.22
H -0.50 -0.11 4.31
H 1.58 -0.74 2.85
H 2.44 0.77 2.32
H 2.33 -0.57 1.10
C 8.08 3.95 -3.93
C 7.71 4.19 -5.25
C 6.40 3.94 -5.65
C 5.47 3.45 -4.74
C 5.85 3.19 -3.42
C 7.16 3.45 -3.02
C 4.88 2.61 -2.46
O 5.22 2.39 -1.31
C 3.51 2.31 -2.92
C 2.60 1.72 -2.03
C 1.31 1.45 -2.45
C 0.91 1.77 -3.74
C 1.80 2.35 -4.63
C 3.11 2.62 -4.22
C 4.07 3.21 -5.18
O 3.72 3.48 -6.31
H 9.10 4.15 -3.61
H 8.43 4.56 -5.96
H 6.11 4.13 -6.68
H 7.46 3.26 -1.99
H 2.91 1.47 -1.02
H 0.61 0.98 -1.77
H -0.11 1.56 -4.07
H 1.49 2.60 -5.64

How positive or negative is each atom? The Mulliken charges in e answer that:
1 C -1.08
2 C -0.10
3 C -1.00
4 C -0.55
5 N 0.38
6 C 0.81
7 C -0.25
8 C -0.56
9 O -0.54
10 C 0.72
11 F -0.29
12 F -0.27
13 F -0.27
14 C -0.08
15 C -0.87
16 N 0.41
17 P 0.10
18 O -0.47
19 I 0.09
20 C -1.73
21 C -1.36
22 N 0.49
23 C -0.77
24 C 0.55
25 C -1.37
26 O -0.53
27 H 0.35
28 H 0.25
29 H 0.28
30 H 0.39
31 H 0.06
32 H 0.42
33 H 0.34
34 H 0.31
35 H 0.34
36 H 0.15
37 H -0.32
38 H 0.45
39 H 0.39
40 H 0.32
41 H -0.50
42 H 0.52
43 H 0.44
44 H 0.51
45 H 0.64
46 H 0.37
47 H 0.36
48 H 0.64
49 H 0.67
50 H 0.37
51 H 0.32
52 H 0.20
53 H 0.42
54 H 0.48
55 H 0.31
56 C -0.48
57 C -0.46
58 C -0.55
59 C 0.21
60 C 0.16
61 C -0.52
62 C 0.50
63 O -0.68
64 C -0.14
65 C -0.38
66 C 0.18
67 C -0.73
68 C -0.75
69 C 0.04
70 C 0.66
71 O -0.66
72 H 0.40
73 H 0.40
74 H 0.46
75 H 0.46
76 H 0.57
77 H 0.46
78 H 0.46
79 H 0.47



No. 2
C29H37GeMnO6P | ωB97M-V/def2-TZVPD

Summary:
total charge	-1
gap between HOMO and LUMO (spin up / spin down)	6.32 / 5.55	eV
energy relative to the best compared isomer or geometry (same formula, charge and spin)	0.00	kcal per mole
LUMO (spin up / spin down)	2.53 / 2.28	eV
⟨S²⟩	6.246
spin multiplicity	5
E_HOMO (spin up / spin down)	-0.1393 / -0.1201	Ha

Positions of all 75 atoms, in Å:
Mn 11.19 12.33 10.87
C 13.82 16.64 11.06
C 12.82 16.63 9.91
C 12.87 18.07 9.28
O 13.41 15.81 8.83
C 11.43 14.67 10.68
O 12.44 13.86 10.45
O 10.31 14.19 11.10
H 14.72 16.79 10.52
H 13.75 15.64 11.61
H 13.65 17.39 11.85
H 13.90 18.32 9.14
H 12.45 18.86 9.91
H 12.35 18.00 8.30
H 13.20 14.86 9.16
C 11.47 16.05 10.36
Ge 9.78 16.83 10.57
C 9.75 18.75 10.06
C 9.38 19.07 8.69
C 9.28 20.44 8.32
C 9.42 21.39 9.27
C 9.79 21.15 10.58
C 10.02 19.80 10.90
C 8.46 16.09 9.22
C 8.66 15.68 7.90
C 7.59 15.27 7.06
C 6.28 15.27 7.57
C 6.09 15.66 8.90
C 7.18 16.06 9.66
C 9.10 16.83 12.40
C 9.69 15.94 13.27
C 9.33 15.92 14.63
C 8.41 16.76 15.14
C 7.93 17.71 14.28
C 8.24 17.80 12.93
H 9.30 18.27 7.97
H 9.07 20.69 7.22
H 9.26 22.48 9.12
H 9.96 21.84 11.35
H 10.44 19.53 11.87
H 9.74 15.74 7.53
H 7.87 15.06 6.01
H 5.52 15.01 6.83
H 5.12 15.80 9.38
H 6.95 16.26 10.72
H 10.47 15.29 12.90
H 9.90 15.23 15.18
H 8.24 16.88 16.20
H 7.24 18.43 14.70
H 7.78 18.59 12.29
C 11.15 8.36 12.31
C 10.27 8.00 11.15
O 9.65 9.08 10.55
P 10.31 10.43 9.97
O 11.44 9.56 9.09
C 12.64 10.11 8.50
C 12.80 9.33 7.18
O 9.03 10.61 8.97
C 8.81 11.95 8.34
C 9.14 11.74 6.89
H 11.39 7.50 12.91
H 10.58 9.12 12.86
H 12.07 8.91 11.99
H 9.43 7.30 11.43
H 10.94 7.47 10.38
H 13.46 9.90 9.19
H 12.51 11.17 8.26
H 13.87 9.30 6.96
H 12.26 9.83 6.41
H 12.43 8.36 7.39
H 9.34 12.66 8.99
H 7.74 12.20 8.37
H 10.20 11.46 6.77
H 9.09 12.70 6.38
H 8.50 10.98 6.47

How positive or negative is each atom? The Mulliken charges in e answer that:
1 Mn -0.28
2 C -1.66
3 C 1.89
4 C -1.69
5 O -0.74
6 C 1.70
7 O -1.27
8 O -1.25
9 H 0.47
10 H 0.24
11 H 0.25
12 H 0.54
13 H 0.26
14 H 0.30
15 H 0.36
16 C -0.27
17 Ge 2.50
18 C -0.49
19 C -0.09
20 C -0.72
21 C -0.28
22 C -1.05
23 C 0.06
24 C -0.35
25 C 0.30
26 C -0.77
27 C -0.51
28 C -0.72
29 C -0.18
30 C 0.12
31 C -0.59
32 C -0.60
33 C -0.85
34 C -0.38
35 C -0.36
36 H 0.34
37 H 0.27
38 H 0.26
39 H 0.47
40 H 0.44
41 H 0.16
42 H 0.38
43 H 0.33
44 H 0.37
45 H 0.16
46 H 0.21
47 H 0.42
48 H 0.35
49 H 0.36
50 H 0.32
51 C -0.98
52 C -0.08
53 O -0.46
54 P 1.12
55 O -0.27
56 C -0.17
57 C -1.26
58 O -0.45
59 C 0.55
60 C -0.92
61 H 0.42
62 H 0.24
63 H 0.16
64 H 0.31
65 H 0.16
66 H 0.33
67 H 0.21
68 H 0.37
69 H 0.29
70 H 0.30
71 H -0.46
72 H 0.16
73 H 0.05
74 H 0.33
75 H 0.31



No. 3
C29H37N4 | ωB97M-V/def2-TZVPD

Summary:
total charge	+1
gap between HOMO and LUMO	6.06	eV
LUMO	-4.24	eV
spin multiplicity	1
E_HOMO	-0.3785	Ha

Positions of all 70 atoms, in Å:
C 6.32 -3.29 -0.22
N 5.93 -2.37 -1.28
C 6.64 -2.59 -2.53
C 4.76 -1.64 -1.27
C 4.72 -0.40 -1.97
C 3.52 0.24 -2.15
C 2.30 -0.31 -1.68
C 1.02 0.31 -1.97
C -0.17 -0.28 -1.48
C -1.42 0.31 -1.50
C -2.65 -0.41 -1.32
C -3.88 0.31 -1.38
C -5.09 -0.33 -1.37
C -5.13 -1.75 -1.25
N -6.37 -2.41 -1.32
C -6.85 -2.93 -2.59
C -6.88 -3.18 -0.19
C -3.93 -2.49 -1.09
C -2.72 -1.82 -1.15
C 2.38 -1.48 -0.87
C 3.58 -2.13 -0.66
H 6.06 -2.86 0.76
H 5.81 -4.26 -0.31
H 7.40 -3.44 -0.30
H 6.42 -1.80 -3.25
H 7.72 -2.64 -2.32
H 6.34 -3.56 -2.99
H 5.63 0.07 -2.33
H 3.52 1.20 -2.66
H 1.02 0.98 -2.85
H -0.09 -1.27 -1.01
H -1.47 1.38 -1.73
H -3.82 1.40 -1.44
H -6.03 0.23 -1.45
H -6.48 -2.31 -3.42
H -6.55 -3.98 -2.76
H -7.95 -2.90 -2.57
H -6.58 -2.71 0.75
H -7.98 -3.18 -0.26
H -6.54 -4.23 -0.20
H -3.96 -3.58 -0.97
H -1.78 -2.37 -1.07
H 1.52 -1.92 -0.38
H 3.61 -3.06 -0.07
C 0.87 4.11 4.44
N 0.16 3.05 3.78
C -0.71 2.29 4.64
C -1.63 1.48 3.75
C -1.46 2.04 2.34
C -0.37 3.15 2.43
C 0.67 3.06 1.31
C 2.04 3.30 1.51
C 2.87 3.27 0.38
C 2.34 2.75 -0.82
N 1.13 2.14 -0.92
C 0.27 2.60 0.02
H 1.50 4.67 3.74
H 0.17 4.82 4.94
H 1.50 3.65 5.23
H -0.09 1.66 5.30
H -1.29 2.96 5.30
H -1.31 0.44 3.79
H -2.67 1.57 4.08
H -1.17 1.26 1.63
H -2.37 2.52 1.97
H -0.88 4.15 2.31
H 2.44 3.53 2.51
H 3.90 3.63 0.40
H 2.94 2.79 -1.72
H -0.79 2.58 -0.27

How positive or negative is each atom? The Mulliken charges in e answer that:
1 C -1.08
2 N 0.08
3 C -0.98
4 C 0.48
5 C -1.15
6 C -0.11
7 C 0.64
8 C 0.71
9 C -0.82
10 C 0.15
11 C 0.41
12 C -0.73
13 C -0.49
14 C 0.01
15 N 0.16
16 C -0.93
17 C -0.96
18 C -0.38
19 C -0.81
20 C -0.68
21 C -0.67
22 H 0.35
23 H 0.37
24 H 0.32
25 H 0.38
26 H 0.31
27 H 0.29
28 H 0.49
29 H 0.61
30 H 0.28
31 H -0.26
32 H 0.78
33 H 0.34
34 H 0.44
35 H 0.31
36 H 0.32
37 H 0.32
38 H 0.30
39 H 0.33
40 H 0.33
41 H 0.36
42 H 0.40
43 H 0.28
44 H 0.37
45 C -1.14
46 N 0.04
47 C -0.68
48 C -0.69
49 C -0.13
50 C 0.67
51 C 0.12
52 C -0.30
53 C -0.89
54 C -0.55
55 N -0.03
56 C -1.03
57 H 0.37
58 H 0.38
59 H 0.31
60 H 0.37
61 H 0.30
62 H 0.30
63 H 0.26
64 H -0.02
65 H 0.41
66 H 0.17
67 H 0.37
68 H 0.42
69 H 0.48
70 H 0.69



| no. | maximum force (eV Å⁻¹) |
| --- | --- |
| 1 | 4.35 |
| 2 | 3.83 |
| 3 | 3.68 |